8 unconnected molecules or ions with the total composition H16O8. Source: the Open Molecules 2025 dataset; level of theory: ωB97M-V/def2-TZVPD.

Output
- Gap between HOMO and LUMO: 10.497 eV
- SMILES: O.O.O.O.O.O.O.O

Geometry as ORCA input:
```
! RIJCOSX wB97M-V def2-TZVPD def2/J DEFGRID3
* xyz 0 1
O 1.04088 1.15906 1.87577
H 1.59609 1.45474 2.68207
H 0.52884 1.86335 1.80876
O -1.73742 1.62472 -2.41706
H -1.19395 2.39337 -2.25388
H -1.05742 1.00159 -1.83644
O -2.14288 0.59109 1.67392
H -1.59282 -0.00002 2.20242
H -2.99413 0.75425 2.23161
O -2.05272 -1.55384 0.02115
H -2.54650 -1.19058 -0.65187
H -2.29716 -0.98935 0.81816
O -0.20132 -3.50081 -1.18969
H -0.87809 -3.62458 -1.96347
H -0.53607 -2.67319 -0.75971
O 3.72678 -0.21007 2.24360
H 3.02328 0.32434 1.82713
H 3.89015 -0.83532 1.42396
O 1.95739 1.49094 -2.25899
H 2.04659 1.09017 -2.93383
H 1.26703 1.28512 -1.67769
O 0.09903 -0.00200 -0.69060
H 0.62539 0.27070 0.25033
H -0.57098 -0.72369 -0.42563
*
```